{"formula": "C46H60BMgN8O4S3", "method": "wB97M-V/def2-TZVPD", "homo_lumo_gap_ev": 7.61, "e_lumo_ev": -2.6, "e_homo_ev": -10.24, "spin_multiplicity": 1, "charge": 1, "relative_energy_kj_mol": 0.0, "mol_weight_g_mol": 920.36, "symbols": ["Mg", "C", "C", "C", "C", "N", "N", "B", "N", "N", "C", "C", "C", "C", "C", "S", "C", "C", "C", "C", "N", "N", "C", "C", "C", "C", "C", "S", "C", "C", "C", "C", "C", "S", "C", "C", "C", "C", "H", "H", "H", "H", "H", "H", "H", "H", "H", "H", "H", "H", "H", "H", "H", "H", "H", "H", "H", "H", "H", "H", "H", "H", "H", "H", "H", "H", "H", "H", "H", "H", "H", "H", "H", "H", "H", "H", "H", "C", "O", "C", "C", "O", "C", "H", "H", "H", "H", "H", "H", "H", "H", "H", "H", "O", "C", "N", "C", "C", "O", "N", "C", "C", "C", "C", "C", "C", "C", "C", "C", "C", "C", "C", "H", "H", "H", "H", "H", "H", "H", "H", "H", "H", "H"], "positions_angstrom": [[-1.02021, 0.69225, -0.36964], [-1.78722, 2.05878, 4.32127], [-1.33233, 0.66058, 4.04871], [-1.66390, -0.37339, 4.86206], [-1.16976, -1.67597, 4.59946], [-0.37510, -1.88949, 3.59838], [-0.04797, -0.87784, 2.76900], [1.03140, -1.32446, 1.75642], [2.24873, -0.35427, 1.68039], [2.98625, 0.20710, 2.61335], [3.98487, 0.94178, 2.17258], [4.28251, 1.02921, 0.78833], [3.50344, 0.42705, -0.16873], [3.79138, 0.41643, -1.62996], [2.38747, -0.22799, 0.37112], [0.98390, -1.09530, -0.23042], [4.81802, 1.69296, 3.19535], [4.30867, 1.43302, 4.61196], [6.28152, 1.24415, 3.09376], [4.70584, 3.19308, 2.88385], [1.47890, -2.75675, 2.01168], [2.64408, -2.84005, 2.68734], [3.09933, -4.01340, 2.99404], [2.38616, -5.19315, 2.62920], [1.21895, -5.11416, 1.94733], [0.44055, -6.32203, 1.54675], [0.71306, -3.80235, 1.62314], [-0.74866, -3.55155, 0.83703], [4.40288, -4.08825, 3.76974], [5.00342, -2.69620, 3.95960], [4.11440, -4.71046, 5.14234], [5.39850, -4.96682, 2.99990], [-0.50637, 0.37939, 2.90704], [-0.11388, 1.62822, 1.80822], [-1.52716, -2.86137, 5.47834], [-0.84166, -4.13284, 4.97737], [-3.04903, -3.05344, 5.43287], [-1.07880, -2.56980, 6.91601], [-2.38524, 2.09310, 5.22996], [-2.37062, 2.45244, 3.48902], [-0.92907, 2.72296, 4.42989], [-2.29522, -0.19986, 5.72441], [5.15501, 1.58905, 0.47615], [4.73327, 0.91743, -1.84294], [2.99914, 0.93636, -2.16804], [3.84851, -0.61376, -1.98737], [4.36677, 0.37529, 4.86749], [3.27148, 1.74850, 4.72582], [4.92192, 1.99469, 5.31773], [6.37707, 0.17741, 3.30588], [6.87951, 1.79006, 3.82425], [6.70740, 1.43953, 2.10859], [3.66641, 3.52184, 2.94529], [5.08150, 3.43596, 1.88837], [5.28845, 3.76267, 3.60901], [2.78242, -6.16252, 2.90294], [0.96436, -7.23062, 1.83779], [0.27175, -6.32370, 0.46936], [-0.54732, -6.30730, 2.00956], [4.31853, -2.03720, 4.49278], [5.22744, -2.23217, 2.99724], [5.92983, -2.77885, 4.53029], [3.40941, -4.09658, 5.70646], [5.03895, -4.78441, 5.71672], [3.69744, -5.71529, 5.05290], [5.60765, -4.54819, 2.01376], [5.03169, -5.98515, 2.86651], [6.33816, -5.02511, 3.55105], [-1.13458, -4.35976, 3.95147], [-1.12664, -4.96801, 5.61899], [0.24491, -4.03283, 5.00103], [-3.38327, -3.25329, 4.41298], [-3.58355, -2.17854, 5.80784], [-3.33000, -3.90400, 6.05517], [0.00208, -2.42580, 6.96515], [-1.33924, -3.41220, 7.55801], [-1.56179, -1.68148, 7.32666], [-3.66595, 0.59744, 1.12587], [-2.69876, -0.24191, 0.47968], [-3.27932, -1.23684, -0.37954], [-3.06434, -0.81906, -1.81428], [-1.66993, -0.53045, -1.92978], [-1.24766, -0.28268, -3.27535], [-4.23878, 0.00400, 1.84007], [-4.32531, 1.05928, 0.39059], [-3.11465, 1.38181, 1.63696], [-4.34128, -1.34769, -0.16034], [-2.76481, -2.17289, -0.17105], [-3.63936, 0.07644, -2.07198], [-3.33339, -1.63252, -2.49260], [-1.42009, -1.17388, -3.87954], [-0.18680, -0.05091, -3.24205], [-1.79245, 0.56751, -3.69126], [-2.28142, 2.35452, -0.83609], [-1.29144, 2.92786, -1.34697], [-1.22281, 4.20187, -1.78228], [0.17555, 4.54135, -2.06306], [0.82452, 3.13190, -1.92116], [1.99153, 2.90402, -2.14620], [-0.12238, 2.24641, -1.49429], [0.69543, 5.47612, -0.97235], [1.22866, 4.97252, 0.21097], [1.59784, 5.83125, 1.23531], [1.44121, 7.20185, 1.08906], [0.91366, 7.71024, -0.08848], [0.54407, 6.85200, -1.11353], [0.39528, 5.06331, -3.46906], [1.66713, 5.49350, -3.83956], [1.90668, 5.93378, -5.13013], [0.87905, 5.95265, -6.06481], [-0.38669, 5.52405, -5.70097], [-0.62788, 5.07665, -4.40787], [-1.88066, 4.88970, -1.45118], [1.36819, 3.90544, 0.34265], [2.01155, 5.42648, 2.15026], [1.73314, 7.87205, 1.88690], [0.79280, 8.77842, -0.21233], [0.14483, 7.25409, -2.03677], [2.46909, 5.47661, -3.11317], [2.89846, 6.26573, -5.40803], [1.06645, 6.30229, -7.07150], [-1.19293, 5.53771, -6.42282], [-1.61740, 4.73925, -4.13009]], "lowdin_charge": [0.44, -0.06, -0.24, 0.07, -0.19, 0.18, 0.06, -0.81, -0.04, 0.22, -0.18, 0.10, -0.18, -0.01, -0.44, 1.00, -0.55, -0.05, -0.03, -0.03, -0.03, 0.19, -0.21, 0.06, -0.25, -0.06, -0.67, 0.71, -0.55, -0.07, -0.03, -0.04, -0.56, 0.78, -0.54, -0.05, -0.03, -0.03, 0.09, 0.07, 0.09, 0.13, 0.13, 0.09, 0.07, 0.10, 0.07, 0.08, 0.09, 0.08, 0.09, 0.08, 0.08, 0.09, 0.09, 0.12, 0.08, 0.08, 0.08, 0.07, 0.08, 0.09, 0.09, 0.09, 0.08, 0.09, 0.08, 0.09, 0.07, 0.09, 0.08, 0.09, 0.08, 0.09, 0.09, 0.09, 0.08, -0.05, -0.27, -0.15, -0.15, -0.29, -0.04, 0.11, 0.11, 0.07, 0.14, 0.07, 0.14, 0.15, 0.11, 0.09, 0.11, -0.01, -0.56, 0.19, -0.25, -0.42, 0.09, 0.12, -0.14, -0.02, -0.07, -0.08, -0.07, -0.02, -0.17, -0.03, -0.06, -0.08, -0.08, -0.03, 0.17, 0.09, 0.10, 0.11, 0.11, 0.12, 0.12, 0.11, 0.10, 0.10, 0.11]}

---

{"formula": "C46H60N13O2S", "method": "wB97M-V/def2-TZVPD", "homo_lumo_gap_ev": 4.93, "e_lumo_ev": -4.3, "e_homo_ev": -9.27, "spin_multiplicity": 1, "charge": 1, "relative_energy_kj_mol": 470.9, "mol_weight_g_mol": 859.14, "symbols": ["C", "C", "C", "C", "C", "C", "C", "N", "C", "C", "O", "C", "O", "C", "N", "C", "N", "S", "N", "C", "N", "C", "H", "H", "H", "H", "H", "H", "H", "H", "H", "H", "H", "H", "H", "H", "H", "H", "H", "H", "H", "H", "N", "C", "C", "C", "C", "H", "H", "H", "H", "H", "N", "C", "C", "C", "C", "H", "H", "H", "H", "H", "N", "C", "C", "C", "C", "H", "H", "H", "H", "H", "N", "C", "C", "C", "C", "H", "H", "H", "H", "H", "N", "C", "C", "C", "C", "H", "H", "H", "H", "H", "N", "C", "C", "C", "C", "H", "H", "H", "H", "H", "N", "C", "C", "C", "C", "H", "H", "H", "H", "H", "N", "C", "C", "C", "C", "H", "H", "H", "H", "H"], "positions_angstrom": [[5.86191, -0.73257, 2.64129], [4.25931, -0.64109, 2.63873], [3.46823, -0.78696, 3.97598], [1.91035, -0.68936, 3.92841], [1.14205, -0.47019, 2.57494], [1.90373, -0.32769, 1.24150], [1.24322, -0.06971, -0.19890], [0.31662, 1.13252, -0.20816], [0.95252, 2.41592, -0.58844], [1.78818, 3.11740, 0.62567], [3.00275, 3.67869, -0.00178], [4.16132, 3.29316, 0.71831], [5.10709, 2.67848, 0.15161], [-0.93861, 0.89453, 0.17007], [-1.46885, -0.41990, 0.54944], [-2.85831, -0.29611, 0.89059], [-3.07101, 1.12789, 0.70670], [-4.70992, 1.60505, 1.05344], [-1.99706, 1.87120, 0.27422], [-2.12996, 3.32440, 0.01715], [-1.31211, 4.15514, 0.99163], [3.47412, -0.40709, 1.33148], [6.23482, -1.17642, 1.65086], [6.27353, 0.32627, 2.80019], [6.20281, -1.42646, 3.48160], [4.06684, -0.97411, 4.92942], [1.35525, -0.78972, 4.92434], [0.00956, -0.40892, 2.61708], [0.72345, -1.01059, -0.62422], [2.14249, 0.08816, -0.90920], [0.29660, 3.16188, -1.14242], [1.78030, 2.14610, -1.35257], [2.06986, 2.38286, 1.45124], [1.24610, 4.00663, 1.08601], [4.30967, 3.57033, 1.82753], [-3.58429, -1.10763, 1.21361], [-5.25585, 0.85094, 2.08588], [-3.18608, 3.74930, 0.08105], [-1.79939, 3.50348, -1.07663], [-2.01912, 4.45344, 1.69768], [-0.76456, 3.43417, 1.51071], [4.07294, -0.27372, 0.35849], [-7.94958, 0.40996, 2.15322], [-9.00978, 1.23573, 2.42324], [-9.77124, 0.64088, 3.39789], [-9.14623, -0.58636, 3.73389], [-8.02315, -0.70187, 2.95285], [-7.22966, 0.59153, 1.47518], [-9.13026, 2.17132, 1.89837], [-10.67780, 1.04434, 3.82360], [-9.48182, -1.30498, 4.46701], [-7.27270, -1.47650, 2.89520], [-5.77832, 1.13462, -1.96438], [-7.06635, 0.67429, -2.04757], [-7.43028, 0.67131, -3.37173], [-6.32015, 1.14136, -4.11630], [-5.31453, 1.41680, -3.22274], [-5.25380, 1.24709, -1.10996], [-7.61169, 0.39079, -1.15938], [-8.38911, 0.36362, -3.76167], [-6.26316, 1.26390, -5.18775], [-4.31213, 1.78936, -3.37271], [6.61104, 2.50364, -2.24779], [7.50989, 3.50694, -2.00471], [8.37350, 3.57201, -3.07230], [7.97656, 2.57446, -3.99620], [6.88452, 1.93301, -3.46195], [5.86252, 2.22805, -1.62826], [7.45925, 4.08558, -1.09494], [9.19805, 4.26170, -3.17641], [8.43787, 2.35012, -4.94752], [6.28130, 1.12067, -3.83963], [9.62033, 0.33525, -1.64241], [9.35333, 0.32662, -0.30010], [10.14561, -0.63265, 0.28390], [10.92356, -1.22035, -0.74403], [10.58029, -0.60120, -1.92124], [9.17895, 0.93844, -2.32036], [8.62359, 1.00090, 0.12272], [10.16391, -0.88237, 1.33470], [11.65414, -2.00826, -0.63491], [10.93435, -0.74672, -2.93098], [-8.83118, -3.24096, 6.52688], [-10.12833, -3.67865, 6.55098], [-10.43780, -4.01633, 7.84606], [-9.28646, -3.76780, 8.63359], [-8.31215, -3.28733, 7.79383], [-8.33640, -2.93238, 5.70627], [-10.71715, -3.71316, 5.64623], [-11.38829, -4.39869, 8.18922], [-9.18253, -3.92261, 9.69728], [-7.29672, -2.97641, 7.98733], [-12.30914, -6.19234, 5.40885], [-11.82868, -6.09304, 4.13038], [-12.67123, -6.79694, 3.30488], [-13.70130, -7.33608, 4.11424], [-13.45337, -6.94424, 5.40712], [-11.88674, -5.77612, 6.22381], [-10.93028, -5.53294, 3.91917], [-12.55912, -6.91010, 2.23664], [-14.53256, -7.94310, 3.78723], [-13.99035, -7.13618, 6.32368], [4.09582, 1.38604, -5.66673], [4.57900, 1.48661, -6.94372], [3.73380, 0.79019, -7.77283], [2.69894, 0.25411, -6.96734], [2.94663, 0.64023, -5.67286], [4.51894, 1.79700, -4.85015], [5.48092, 2.04227, -7.15144], [3.84727, 0.67993, -8.84105], [1.86486, -0.34715, -7.29814], [2.40668, 0.44823, -4.75770], [10.86306, 0.46385, -5.83678], [11.76351, 1.46791, -5.59396], [12.62586, 1.53120, -6.66064], [12.22875, 0.53304, -7.58444], [11.13740, -0.10757, -7.05140], [10.11612, 0.18971, -5.21930], [11.71325, 2.04757, -4.68438], [13.45063, 2.22051, -6.76515], [12.69009, 0.30853, -8.53478], [10.53450, -0.91928, -7.42953]], "lowdin_charge": [-0.08, -0.20, -0.01, -0.05, -0.04, -0.16, -0.10, -0.04, -0.07, -0.12, -0.08, -0.21, 0.02, -0.19, 0.12, 0.00, -0.43, 0.89, -0.01, -0.19, 0.03, 0.00, 0.09, 0.09, 0.08, 0.10, 0.09, 0.06, 0.14, 0.13, 0.13, 0.15, 0.12, 0.12, 0.18, 0.16, -0.07, 0.12, 0.14, 0.09, 0.07, 0.10, -0.02, -0.13, -0.09, -0.10, -0.15, 0.07, 0.11, 0.10, 0.08, 0.10, -0.04, -0.14, -0.10, -0.10, -0.15, 0.00, 0.10, 0.10, 0.10, 0.10, 0.01, -0.13, -0.10, -0.12, -0.16, 0.10, 0.11, 0.10, 0.09, 0.10, 0.02, -0.15, -0.12, -0.11, -0.14, 0.10, 0.10, 0.09, 0.09, 0.10, 0.00, -0.15, -0.11, -0.10, -0.14, 0.13, 0.10, 0.09, 0.10, 0.11, 0.01, -0.15, -0.12, -0.11, -0.14, 0.11, 0.09, 0.09, 0.09, 0.11, 0.00, -0.13, -0.11, -0.11, -0.16, 0.11, 0.11, 0.09, 0.09, 0.09, -0.01, -0.15, -0.11, -0.11, -0.14, 0.13, 0.10, 0.09, 0.09, 0.11]}